1.
ORCA calculation (ωB97M-V with the def2-TZVPD basis set) on 16 unconnected molecules or ions with the total composition C55H84Cl2F15N18O2S at a distorted geometry.

Geometry as XYZ:
```
177
Properties=species:S:1:pos:R:3:forces:R:3:lowdin_charge:R:1
F 2.128 1.592 -5.121 0.1 0.0 -0.2 0.15
H -0.009 -2.211 0.391 -0.1 0.0 0.5 0.09
H -5.056 -3.054 -2.250 0.0 -0.6 -0.4 0.13
H 3.775 11.364 -3.745 0.0 0.0 0.0 0.08
H -0.072 -2.313 -1.277 0.0 -0.2 -0.6 0.10
H 9.335 -3.000 -5.929 0.0 0.0 0.0 0.09
H -2.176 -1.035 2.829 -0.1 -0.1 0.4 0.07
N 3.564 -3.303 1.686 0.5 0.2 -0.6 0.15
H -0.576 -1.082 2.168 0.4 0.1 -0.3 0.10
F 1.321 3.869 -5.175 0.2 0.2 -0.1 0.16
N 6.573 -2.483 4.308 -0.2 -0.4 0.8 0.12
H 5.901 0.997 -4.895 0.0 0.0 -0.1 0.09
H 4.701 -2.108 -0.963 0.0 0.0 -0.1 0.05
C 1.433 -0.394 0.440 0.0 0.6 -0.6 -0.06
H 6.136 -2.601 -0.057 0.1 0.0 0.0 0.08
H -1.869 3.724 4.378 0.0 0.1 0.0 0.09
H -4.551 -10.148 2.175 0.0 0.0 0.0 0.09
H 3.459 8.021 0.010 0.0 0.0 0.0 0.07
H 3.857 1.237 6.257 0.0 0.0 0.0 0.09
F -2.136 4.063 -3.569 -0.5 -0.6 -0.2 -0.12
N 6.087 -0.500 -2.127 -0.2 0.4 -1.1 0.15
H -2.988 -2.527 1.976 -0.1 0.7 -0.2 0.09
N 0.311 -0.408 -0.522 0.1 -0.3 0.3 -0.04
H -0.176 -6.058 -1.269 0.3 0.2 -0.3 0.08
F 2.069 1.915 -2.997 -0.1 0.2 0.4 0.16
O -4.255 0.488 -0.787 0.1 -0.2 0.2 -0.20
H -2.973 -4.161 1.616 -0.2 -0.4 -0.1 0.04
C 6.406 -3.034 5.310 0.2 0.5 -0.9 -0.29
H -5.649 0.508 -2.290 -0.1 -0.1 -0.5 0.09
H 0.788 -0.389 -1.406 -0.2 0.1 -0.4 0.07
H -6.197 1.090 -0.743 -0.2 0.0 0.5 0.09
C 2.414 7.756 -0.130 0.0 0.1 0.0 -0.07
H 1.319 0.108 -7.952 0.0 0.0 0.0 0.07
H 6.898 -4.547 6.670 0.0 0.0 0.0 0.08
H -0.231 0.562 -8.683 0.0 0.0 0.0 0.08
C -0.768 0.618 -3.080 -0.5 -0.3 0.1 -0.09
N -4.348 -5.221 3.577 0.4 0.2 0.7 0.15
H -0.561 1.123 -2.156 0.5 -0.1 0.4 0.10
N 0.271 -2.442 -9.468 0.2 0.9 0.3 0.13
H -2.881 -0.756 8.026 0.0 0.0 0.0 0.09
H -3.277 -0.509 0.900 -0.2 0.0 -0.1 0.10
N 1.947 0.375 3.909 0.3 0.0 0.8 0.15
N -3.535 -1.689 -2.392 0.7 -1.1 0.8 -0.01
H 4.822 10.388 -2.696 0.0 0.0 0.0 0.03
C -1.033 2.638 5.954 0.1 -0.2 1.2 -0.25
F -1.371 0.711 2.465 0.2 0.9 0.0 -0.03
H -3.362 0.821 -2.576 -0.1 0.0 -0.7 0.12
C -5.408 -1.859 1.335 -0.6 -0.3 0.1 -0.18
C -5.101 -1.774 2.816 -0.4 0.3 -0.2 -0.27
N -2.496 -2.971 -0.071 0.0 -0.9 0.5 -0.02
H -5.141 2.102 -1.698 0.0 0.5 -0.2 0.09
C 0.716 0.054 -8.856 0.0 0.1 0.0 -0.07
H -4.376 0.270 2.869 0.3 0.4 -0.2 0.07
H -4.202 -2.289 3.093 0.4 0.0 0.4 0.04
C 4.315 -2.813 0.958 -0.7 -0.2 0.6 -0.26
H 1.859 8.644 -0.423 0.0 0.1 0.0 0.08
C -2.103 -5.579 -0.335 1.0 -1.2 -0.5 -0.64
C 1.864 7.219 1.105 -0.4 -0.4 0.9 -0.28
H 2.173 0.268 0.019 0.4 0.3 0.0 0.09
F -0.844 5.435 -4.800 0.1 -0.1 -0.9 -0.09
H 3.690 5.737 -3.344 0.0 0.0 0.0 0.07
H 1.242 0.552 -9.667 0.0 0.0 0.0 0.08
N -0.978 2.375 7.080 0.1 0.4 -1.2 0.13
F -2.363 6.237 -3.440 -0.5 0.5 -0.1 -0.08
H -0.621 8.624 -0.542 0.0 0.0 0.0 0.07
C -1.139 -6.515 -1.103 0.2 0.2 0.5 -0.16
H 5.514 11.270 -4.069 0.0 0.0 0.0 0.08
F -0.228 6.470 -2.953 0.6 0.5 0.0 -0.11
C -1.115 2.956 4.537 -0.1 0.1 -0.1 -0.05
F -0.071 -3.985 1.528 -0.5 0.3 0.4 0.09
O -1.078 -3.158 3.354 -0.2 -1.6 -4.8 0.10
C -3.954 -3.191 -0.441 -1.5 0.1 -0.4 -0.20
H -5.894 -2.280 3.339 -0.2 -0.6 0.3 0.12
H 1.162 0.034 1.385 -0.2 -0.1 0.6 0.04
S -1.165 5.264 -3.289 0.3 -0.1 0.7 0.71
C 0.471 -1.337 -9.198 -0.2 -1.0 -0.3 -0.29
H -3.057 -5.883 -0.707 -0.9 0.4 0.1 0.09
C 3.123 0.435 6.237 0.1 0.0 0.1 -0.05
H 3.624 -0.514 6.419 0.0 0.0 0.0 0.07
N 1.424 6.789 2.082 0.3 0.3 -0.8 0.13
C -5.362 1.085 -1.420 0.1 -0.2 0.0 -0.07
N 2.536 -3.379 6.953 -0.2 0.1 -0.8 0.13
H -5.125 -0.314 4.351 0.3 0.2 0.7 0.05
C -2.876 -0.951 5.955 -0.1 -0.3 -0.7 -0.20
C -1.697 -4.125 -0.676 -0.3 -0.9 -1.0 -0.56
C -2.804 -0.123 7.144 0.1 0.0 0.1 -0.05
C 1.291 1.795 -4.081 0.3 -0.1 -0.8 -0.35
N 5.154 13.375 -1.756 -0.2 -0.7 -0.5 0.12
N 8.228 -0.163 -6.704 -0.1 -0.6 0.2 0.13
C -1.428 8.289 0.106 0.0 -0.1 0.1 -0.07
F -1.478 5.145 -1.756 -0.1 -0.2 0.7 -0.12
H -4.851 -3.922 1.412 0.2 -0.3 0.4 0.09
H -1.836 7.360 -0.285 0.0 0.0 0.0 0.07
H -1.928 0.401 0.386 0.3 0.3 -0.6 0.11
C -5.161 -0.343 3.282 -0.1 -0.3 0.2 -0.09
H -2.510 -5.391 6.124 0.0 0.0 0.0 0.09
H -1.592 -6.888 -1.997 -0.1 0.1 -0.7 0.07
H -4.034 -4.189 -0.803 0.7 -0.8 0.0 0.12
H -1.467 1.242 -3.606 -0.3 0.5 -0.3 0.12
H -5.296 -1.714 -1.256 -0.1 0.3 0.6 0.10
H 5.377 5.202 -3.226 0.0 0.0 0.0 0.09
C 6.185 -3.733 6.566 0.0 -0.1 0.0 -0.07
C -2.461 -0.896 -1.739 -1.5 -0.4 -1.6 -0.28
H -1.388 2.067 3.974 0.0 0.1 0.1 0.05
H 5.506 -0.695 -5.215 0.0 0.0 -0.1 0.07
H -3.940 -1.213 -3.176 0.0 0.2 -0.1 0.12
F 1.386 4.651 -2.857 0.0 0.0 -0.1 0.12
H -6.484 -1.836 1.291 -0.6 0.1 -0.2 0.12
C -1.440 -0.758 -2.898 0.7 0.7 0.1 -0.10
H -2.888 -10.707 2.425 0.0 0.0 0.0 0.09
H 7.672 -2.939 -5.321 0.0 0.0 0.0 0.08
H -6.130 0.053 3.030 -0.4 0.4 -0.4 0.08
Cl -1.747 -4.050 -2.451 -0.2 0.0 0.0 0.89
C -2.471 9.301 0.154 -0.8 0.8 0.0 -0.28
H -1.863 0.436 7.160 -0.2 -0.2 0.1 0.03
C 2.231 -3.234 5.848 0.4 -0.1 0.9 -0.27
H -0.652 -4.047 -0.479 0.2 0.4 0.6 0.08
H 2.340 7.014 -0.923 0.0 0.0 0.0 0.06
C 4.759 11.300 -3.286 -0.1 -0.1 0.0 -0.08
F 0.011 3.225 -2.054 -0.4 -0.1 -0.2 0.13
H -2.436 1.281 -1.213 0.4 0.1 0.2 0.13
C -3.089 0.499 -1.584 -0.2 0.4 0.7 -0.17
C -3.505 -9.854 2.151 0.0 0.0 0.1 -0.06
H 5.174 -4.134 6.583 0.0 0.0 0.1 0.06
C 5.757 -0.214 -3.197 0.3 -0.3 1.0 -0.24
C 8.314 -2.713 -6.169 0.0 -0.1 0.0 -0.07
C 4.948 7.047 -2.327 0.1 0.5 0.2 -0.26
N -2.875 -9.048 -0.245 -0.3 -0.2 0.7 0.15
C 0.251 3.988 -3.125 0.2 0.6 0.6 -0.40
C 4.565 5.697 -2.698 0.0 -0.1 -0.1 -0.06
C -0.390 -1.684 -0.464 0.2 -0.4 0.0 -0.17
H -0.697 -1.534 -2.932 0.2 -0.3 0.3 0.08
H -3.343 -9.050 2.866 0.0 0.0 0.0 0.08
H 2.059 -3.930 3.882 0.0 0.0 0.0 0.07
H -1.952 -0.895 -3.827 -0.7 -0.3 -0.4 0.12
F -0.566 2.841 -5.116 -0.1 -0.2 0.2 0.15
H 1.901 -1.365 0.535 0.1 -0.4 0.3 0.06
C 8.262 -1.290 -6.465 0.0 0.8 -0.2 -0.29
H 4.323 5.129 -1.802 0.0 0.0 0.0 0.09
C 5.171 -2.108 0.010 0.0 -0.4 0.4 -0.11
F 0.033 0.143 -5.203 -0.1 0.1 -0.6 0.14
H -3.621 0.595 7.147 0.0 0.0 0.0 0.09
C -1.535 -0.593 2.083 -0.4 -0.8 0.1 -0.19
H -5.143 -0.943 0.828 0.5 0.1 -0.4 0.08
C -3.152 -9.403 0.817 0.2 0.2 -0.9 -0.28
H -1.034 8.111 1.105 0.0 0.0 0.0 0.07
C -5.004 -3.168 0.657 0.0 0.5 0.4 -0.12
N -2.950 -1.602 5.005 0.2 0.6 0.8 0.17
C 5.333 0.140 -4.541 -0.1 0.1 -0.1 -0.06
C -1.135 -3.439 2.144 0.4 0.9 4.7 -0.41
H 6.306 -3.044 7.398 0.0 0.0 0.0 0.08
C -1.930 -1.587 -0.406 1.3 2.1 0.1 -0.18
H -2.684 -3.671 5.685 0.0 -0.1 0.1 0.03
C 2.469 0.403 4.939 -0.5 0.0 -0.9 -0.26
C -3.214 -4.610 5.844 0.2 -0.1 0.1 -0.06
C 0.425 0.524 -3.974 -0.2 -0.1 0.5 -0.45
C 1.892 -3.021 4.452 -0.1 0.0 0.0 -0.09
H 0.846 -2.729 4.364 0.1 0.0 0.0 0.05
H -0.954 -7.382 -0.511 0.0 -0.5 0.4 0.03
H 2.386 0.605 7.019 0.0 0.0 0.0 0.09
H -0.156 3.319 4.178 0.1 0.0 0.0 0.09
C 0.527 3.127 -4.393 0.4 0.1 -0.3 -0.37
H 7.978 -3.281 -7.034 0.0 0.0 0.0 0.09
H 5.318 -1.086 0.339 0.0 0.1 0.0 0.07
C -4.520 -2.385 -1.600 0.3 1.5 -0.5 -0.14
H 4.273 0.383 -4.539 0.0 0.0 0.0 0.06
N -3.300 10.104 0.187 0.7 -0.7 0.0 0.13
N 5.204 8.117 -1.993 -0.1 -0.4 -0.2 0.16
C -2.449 -3.250 1.408 1.2 0.1 0.2 -0.08
C -2.214 -0.572 0.718 -0.5 -0.5 0.9 -0.06
F 1.281 -0.446 -3.555 0.4 -0.2 0.3 0.12
C -3.858 -4.966 4.593 -0.4 -0.2 -0.9 -0.25
H -5.879 -3.541 0.157 -0.4 -0.2 -0.6 0.13
Cl -2.036 -6.163 1.365 -0.1 0.1 0.1 0.77
H -3.949 -4.491 6.636 0.0 0.0 0.0 0.09
C 4.979 12.456 -2.433 0.2 0.9 0.6 -0.29
H 2.519 -2.235 4.042 0.0 0.0 -0.1 0.04
```
Forces are in eV/Å.

Properties
HOMO-LUMO gap	9.42	eV
LUMO level	-2.091	eV
net charge	+1

***

2.
ORCA calculation (ωB97M-V with the def2-TZVPD basis set) on 2 unconnected molecules or ions with the total composition C3H7NO2.

Geometry as XYZ:
```
13
Properties=species:S:1:pos:R:3:forces:R:3:lowdin_charge:R:1
H -1.006 -1.936 0.608 0.1 0.1 0.0 0.11
H -0.819 -0.795 -0.742 0.0 0.0 0.2 0.11
H 1.231 -1.279 1.493 0.0 0.0 -0.1 0.08
C -0.545 -0.987 0.307 0.1 -0.3 -0.2 -0.31
H 1.374 -1.833 -0.192 -0.1 0.1 0.1 0.08
O -1.020 0.070 1.144 -0.3 0.1 0.0 -0.11
H -0.427 1.571 0.268 0.0 0.0 -0.1 0.04
N -0.089 2.249 -0.421 0.2 0.0 -0.5 0.19
O 0.638 1.976 -2.671 -0.2 0.0 0.8 0.13
H -1.986 0.068 1.124 0.2 0.0 0.1 0.10
C 0.269 2.050 -1.558 0.0 0.0 -0.1 -0.41
H 1.419 -0.099 0.183 -0.1 -0.2 0.0 0.07
C 0.961 -1.055 0.457 0.0 0.0 0.0 -0.08
```
Forces are in eV/Å.

Properties
HOMO-LUMO gap	11.26	eV
LUMO level	0.609	eV
energy above the lowest of the compared OMol25 structures with the same formula, charge and spin	22.9	kcal per mole
structure (SMILES)	N=C=O.CCO